C54H123N5O10 | ωB97M-V/def2-TZVPD

Element x y z (Å)
H1 -0.24036 6.11639 3.92436
H2 -0.22123 5.19923 -0.41640
N1 0.56745 6.89457 -0.35575
H3 3.67303 1.00355 -0.71863
C1 -0.41079 -2.86506 -3.15872
H4 -0.03328 2.55904 1.56433
H5 2.74420 -0.11907 -1.81861
C2 -4.00595 -6.65738 3.58481
H6 5.98949 2.58260 -3.11671
H7 4.30999 2.55124 -2.48663
H8 7.05021 4.48634 0.92436
O1 -3.24907 -8.27042 -0.27869
H9 2.59354 -1.02836 4.46997
H10 -5.66619 -0.12043 5.02039
H11 0.94043 -3.23791 -1.48945
H12 -3.00097 -6.84814 3.96969
H13 1.39268 -2.28837 4.08897
H14 -1.96525 -8.73038 2.58749
H15 -4.50616 -5.21128 -0.16579
C3 -3.91848 -5.77658 2.36684
O2 -1.57113 -5.46631 -5.55288
H16 1.77942 -0.97571 2.93245
H17 4.04320 -1.95634 -1.88113
H18 -1.99003 6.84634 0.34655
C4 6.12305 4.72876 0.39161
O3 0.67557 5.48768 -0.21662
H19 2.89939 -0.08595 -3.62578
H20 -5.72411 -2.80139 3.86481
O4 4.33622 0.96899 -0.02316
H21 -1.36618 3.49935 0.88397
C5 0.79859 9.70958 -0.52421
H22 -1.89153 3.79398 5.16047
H23 6.44296 1.93562 2.00061
H24 1.12024 -0.11800 -0.21113
H25 1.66716 9.99461 0.07676
C6 -0.09968 -2.97992 -5.67528
H26 -5.95885 -9.12125 1.08227
C7 -2.77028 -0.85832 0.67168
O5 -0.04267 4.20511 5.97246
H27 2.12908 -5.60190 -3.97457
H28 1.58129 -3.58999 -3.05931
C8 -2.77582 -9.41728 2.35089
C9 -0.36986 1.99811 -1.19242
H29 -0.15433 1.02616 -5.81787
N2 -3.80698 -7.66667 0.87741
H30 -1.08704 6.39961 5.39374
H31 4.18859 -1.72924 2.89470
H32 -1.23434 6.00192 1.65975
H33 6.90525 0.83908 -0.24408
C10 -1.20974 2.17429 -4.60719
C11 -0.04200 -5.74562 -3.72667
H34 0.41372 8.80100 -2.44250
H35 1.96928 -1.37282 -2.87529
H36 2.01541 5.60273 -2.41923
O6 -1.03743 1.39807 -5.78167
H37 -0.50582 -2.36719 -0.08963
C12 -0.95667 4.27497 4.86795
H38 1.78248 8.36543 1.85177
H39 0.03113 3.29553 6.27359
H40 -3.02316 2.42833 -0.35493
H41 -1.49365 4.28940 -4.11948
C13 -4.05528 -8.64373 1.93591
H42 6.18436 5.81432 0.26485
H43 -1.66735 -6.88882 -2.95982
H44 4.06725 4.98707 0.86841
C14 0.96478 7.64691 1.95702
H45 -1.94114 1.73690 -3.91888
C15 6.07852 4.07948 -0.96562
N3 -0.64460 0.15694 0.34548
H46 5.15277 4.79217 2.23676
C16 0.66578 -3.67281 -2.45412
C17 -1.29563 -0.47948 2.70142
H47 5.77122 2.92448 3.19566
C18 4.90137 4.39734 1.25077
H48 -2.45919 -8.72556 0.04922
H49 2.47299 3.15561 0.91327
H50 -2.49105 -1.94597 -4.25017
H51 0.37078 -2.05811 1.36757
H52 -0.43497 -3.46943 -6.58621
H53 -4.90410 -5.48875 1.97239
H54 3.18444 6.33929 -0.36800
O7 4.01228 -1.48689 -2.71978
C19 -1.33457 -0.81527 1.21138
C20 4.57973 2.91495 1.32759
H55 -7.23424 -1.85615 2.60672
H56 2.04305 9.32286 -2.20774
H57 -2.12287 0.18700 2.95775
H58 -2.36101 -5.91651 -5.23861
C21 1.24937 -5.93080 -4.54066
H59 5.26457 1.08101 -2.46958
H60 -1.14484 8.91742 -0.42573
C22 -3.20180 -6.35872 1.15504
C23 -1.68758 -6.41660 1.41100
H61 -0.08841 -7.61755 -2.65519
H62 0.95803 -3.18403 -5.49056
H63 -1.10881 -7.00631 0.69988
C24 -0.68819 -7.09545 -3.39912
H64 5.00382 1.35418 2.81948
O8 3.83720 -3.45083 3.96925
H65 0.50610 7.88667 2.91956
H66 -0.62445 9.68269 1.09333
H67 1.49984 -6.96065 -4.80586
C25 -3.43227 0.49364 0.48711
H68 -2.97543 -10.02505 3.23214
H69 5.30630 4.52835 -1.61020
H70 -0.86742 2.89112 -1.58367
H71 3.64140 7.67116 -1.54141
C26 7.12606 1.82576 -0.64380
H72 -4.33284 -0.04536 3.92766
C27 -0.64219 -2.14836 0.97053
H73 0.52603 6.37063 -2.90665
C28 -1.13824 1.49670 0.03908
C29 -5.05467 -9.65388 1.40283
C30 -1.63895 3.57672 -4.92863
C31 5.80265 2.57978 -0.96966
H74 -2.65037 3.60676 -5.33428
H75 -1.17981 -2.95397 1.47138
H76 3.83664 -3.05096 4.84388
C32 -2.36738 -2.94756 -4.67644
H77 -4.63350 -6.17246 4.33120
H78 -4.31675 -1.17152 5.28612
H79 2.00652 7.14981 -3.37105
C33 2.99318 7.34487 -0.72493
H80 1.23250 -5.34208 -5.45299
H81 6.99583 4.31189 -1.51868
H82 -4.73065 -10.17950 0.50485
C34 -1.06410 5.73553 4.52935
C35 -0.30820 9.03584 0.27506
H83 7.76235 2.39587 0.03822
H84 3.14040 8.09819 0.05231
H85 7.74136 1.76434 -1.54768
H86 1.43269 6.66252 2.05897
H87 -0.24658 2.19868 -4.08679
H88 -2.88339 -4.52811 0.03221
H89 -0.50127 3.76557 4.01120
C36 1.54883 6.57480 -2.56623
H90 -1.26409 -5.40847 1.45368
C37 -3.44642 -5.45978 -0.04320
C38 -4.67805 -7.95633 3.15148
C39 -4.94290 -0.74941 4.49787
H91 -1.63100 2.16282 2.06279
H92 -3.48129 -4.77707 2.50176
C40 0.24904 -5.12649 -2.35484
C41 5.32993 2.16490 -2.35974
H93 -1.44030 -6.79269 2.40817
H94 -3.06322 -3.55043 -4.08545
H95 -1.88743 7.63134 1.87490
H96 -0.70990 -5.16355 -1.82833
H97 -1.25962 -2.68071 -2.48660
H98 -3.21848 -5.95653 -0.98687
H99 -2.41445 -10.06528 1.54986
C42 -2.62284 1.41133 -0.40176
C43 2.81999 -0.70417 -2.73398
C44 -0.00326 7.61895 0.75494
H100 0.36135 10.66359 -0.83474
N4 -1.02115 -4.90379 -4.38265
C45 3.11020 2.74960 1.70375
C46 3.36323 -2.42200 3.08680
C47 -1.06444 2.49935 1.19433
H101 -0.20062 -1.89732 -5.78084
H102 -0.38908 -0.01763 3.09104
H103 -4.44386 0.30067 0.11660
H104 -4.80898 -2.02589 2.75622
C48 -5.51023 -1.76871 3.57083
H105 3.11016 -2.88666 2.13357
H106 -5.39431 -10.39811 2.12609
H107 -0.10179 -1.84201 -3.40680
H108 -1.93092 5.95294 3.89802
O9 0.75904 0.20509 0.61953
H109 -0.50923 1.26517 -1.99026
H110 -2.75714 -1.46674 -0.23472
H111 -2.72643 1.13139 -1.45492
H112 -0.81832 -7.69574 -4.29921
H113 -1.00320 3.93721 -5.74719
H114 -3.63269 0.94517 1.46590
C49 -1.31526 6.98893 1.20429
H115 -4.72978 -8.70801 3.93881
H116 -3.30779 -1.39857 1.46015
N5 4.78259 2.31107 0.02354
C50 2.18318 -1.66587 3.67697
C51 1.54304 7.41321 -1.27820
H117 2.91410 3.33349 2.60779
C52 -0.93006 -3.45524 -4.47612
C53 5.46955 2.24298 2.39362
H118 -1.42766 -1.41458 3.25462
H119 -5.68979 -7.67148 2.84200
H120 -2.68836 -2.94698 -5.71521
H121 2.82844 1.70956 1.85449
H122 1.06127 -5.68288 -1.89002
C54 1.20818 8.84495 -1.68818
H123 0.69445 2.14299 -1.01679
O10 -6.56433 -1.18633 2.76289

Properties
Total charge: 0
Lowest unoccupied orbital energy: 0.37 eV
SMILES: CC1(C)CCCC(C)(C)N1O.CC1(C)CCCC(C)(C)N1O.CC1(C)CCCC(C)(C)N1O.CC1(C)CCCC(C)(C)N1O.CC1(C)CCCC(C)(C)N1O.CCO.CCO.CCO.CCO.CO
Gap between HOMO and LUMO: 8.253 eV
Highest occupied orbital energy: -7.88 eV
ΔE to the lowest compared entry with this formula, charge and spin: 85.38 kcal/mol
E_tot: -3157.15273 Eh

Mulliken population analysis, charges in e, atoms 1 to 2: H -0.07; H 0.11